No. 1
This record from OMol25 describes a molecular structure, H4IO2 at a distorted geometry. The level of theory is ωB97M-V with the def2-TZVPD basis set.

## Properties
energy	-12261.3660	eV
total charge	-1
energy relative to the best compared isomer or geometry (same formula, charge and spin)	222.5	kJ/mol

```
7
Properties=species:S:1:pos:R:3:forces:R:3
I 0.547 0.980 0.816 1.70 4.35 3.59
O 0.833 -1.743 0.870 0.72 -3.63 -0.09
H 0.563 -0.830 0.974 -0.22 -0.43 0.32
H 0.023 -2.244 0.961 -0.21 -0.25 0.00
O -0.788 1.112 -1.535 -2.11 0.36 -3.46
H -0.972 1.994 -1.212 0.11 -0.01 0.20
H -0.207 0.732 -0.875 0.00 -0.39 -0.56
```
Positions in Å, forces in eV/Å.

***

No. 2
This record from OMol25 describes H4N2 in the gas phase at a distorted geometry. The level of theory is ωB97M-V with the def2-TZVPD basis set.

## Properties
energy	-3043.6210	eV
total charge	0
energy relative to the best compared isomer or geometry (same formula, charge and spin)	37.2	kJ/mol
SMILES	NN

```
6
Properties=species:S:1:pos:R:3:forces:R:3
N 0.716 0.169 -0.125 -1.90 2.09 -0.14
N -0.680 -0.016 -0.232 -1.36 4.26 -0.58
H 1.089 -0.056 0.732 0.76 -0.49 2.56
H 1.126 -0.391 -0.773 1.43 -1.79 -2.38
H -1.175 0.947 0.007 1.43 -2.62 -0.76
H -1.076 -0.653 0.390 -0.36 -1.45 1.32
```
Positions in Å, forces in eV/Å.

***

No. 3
This record from OMol25 describes H4N2 in the gas phase at a distorted geometry. The level of theory is ωB97M-V with the def2-TZVPD basis set.

## Properties
energy	-3043.5166	eV
total charge	0
energy relative to the best compared isomer or geometry (same formula, charge and spin)	47.3	kJ/mol
SMILES	NN

```
6
Properties=species:S:1:pos:R:3:forces:R:3
N 0.685 -0.161 -0.178 2.71 -1.63 2.21
N -0.690 -0.218 -0.001 -0.73 3.06 4.19
H 1.192 0.751 -0.214 -1.20 -0.76 0.11
H 1.092 -0.729 0.674 -0.69 1.69 -2.41
H -1.175 -0.290 -0.819 -1.15 -0.18 -2.80
H -1.105 0.647 0.538 1.06 -2.19 -1.29
```
Positions in Å, forces in eV/Å.

***

No. 4
This record from OMol25 describes H4N2O2S in the gas phase at a distorted geometry. The level of theory is ωB97M-V with the def2-TZVPD basis set.

## Properties
energy	-17971.8516	eV
total charge	0
energy relative to the best compared isomer or geometry (same formula, charge and spin)	317.8	kJ/mol

```
9
Properties=species:S:1:pos:R:3:forces:R:3
N -0.153 -1.340 -0.076 -0.22 -0.92 0.33
N -1.271 1.135 -0.640 -0.77 -0.40 -0.22
O 1.244 -1.295 -0.632 -2.09 1.03 0.36
O -2.513 -0.572 0.714 -0.28 -0.13 1.20
S -1.791 -0.480 -0.515 3.44 0.60 -1.66
H 1.574 -2.160 -0.361 -0.31 -0.12 -0.19
H -0.075 -1.142 0.920 0.15 0.30 -0.02
H -1.293 1.672 0.212 -0.02 -0.17 0.33
H -0.421 1.281 -1.162 0.12 -0.19 -0.13
```
Positions in Å, forces in eV/Å.

***

No. 5
This record from OMol25 describes 2 unconnected molecules or ions with the total composition H4N2O3P at a distorted geometry. The level of theory is ωB97M-V with the def2-TZVPD basis set.

## Properties
energy	-18477.6319	eV
total charge	-1
energy relative to the best compared isomer or geometry (same formula, charge and spin)	125.3	kJ/mol

```
10
Properties=species:S:1:pos:R:3:forces:R:3
N -2.231 1.491 -0.580 0.92 0.19 0.56
N 2.087 -1.553 -0.485 -1.43 1.21 1.54
O -2.662 1.321 2.018 -0.93 0.13 1.13
O -0.601 0.135 1.052 -0.98 0.58 0.04
O 0.991 -0.610 -0.855 1.34 -0.94 -1.44
P -1.845 0.987 0.860 1.18 -0.85 -0.56
H -1.264 1.463 -0.933 -0.40 -0.17 -0.99
H 2.787 -1.613 -1.233 -0.67 0.83 0.14
H 2.431 -0.973 0.302 0.70 -0.96 -0.73
H 0.307 -0.648 -0.147 0.26 -0.02 0.31
```
Positions in Å, forces in eV/Å.

***

No. 6
This record from OMol25 describes H4N2O6S3 in the gas phase at a distorted geometry. The level of theory is ωB97M-V with the def2-TZVPD basis set.

## Properties
energy	-47831.8216	eV
total charge	0
SMILES	NS(=O)(=O)S(=O)(=O)S(N)(=O)=O

```
15
Properties=species:S:1:pos:R:3:forces:R:3
N -0.038 2.339 -1.208 0.81 -1.63 3.01
S -0.380 2.329 0.465 -1.68 1.12 -1.16
O 0.613 2.881 1.305 1.14 -0.21 0.02
O -1.744 2.775 0.676 1.37 -1.14 -0.87
S -0.200 0.068 0.372 0.06 -1.33 -0.46
O -1.395 -0.374 -0.265 -0.78 -0.07 0.24
O 1.027 -0.057 -0.374 0.78 0.21 -0.15
S 0.663 -1.358 2.104 1.33 1.76 2.27
N 1.710 -2.264 1.179 -2.26 -1.57 2.69
O -0.087 -2.268 2.940 0.03 0.58 -1.35
O 1.347 -0.244 2.750 -0.63 -1.39 -0.97
H -0.512 2.960 -1.747 -2.61 2.22 -1.33
H 0.901 2.364 -1.540 1.07 -0.46 0.66
H 1.866 -1.805 0.328 0.48 0.43 -1.84
H 1.297 -3.240 1.218 0.89 1.49 -0.76
```
Positions in Å, forces in eV/Å.

***

Q: Number 3 is which compound?
A: H4N2